1.
The following is a quantum chemistry calculation of a cluster of 2 separate species, C6H11O in total, from the OMol25 dataset.

The charge is +1.

Each line ends with the Löwdin charge.
CARTESIAN COORDINATES (ANGSTROEM)
1 O 0.23 -0.79 -0.52  -0.0207
2 C -1.82 -0.15 0.53  -0.1051
3 C 0.18 0.63 -0.56  -0.1226
4 C -1.02 -1.30 -0.17  -0.0917
5 C 1.06 0.00 0.39  -0.1724
6 C 2.61 -0.01 0.13  0.0324
7 C -1.22 1.09 -0.10  -0.0842
8 H -1.22 1.86 0.56  0.1044
9 H 0.70 0.09 1.37  0.1567
10 H -0.90 -2.22 0.41  0.1557
11 H 3.00 -0.96 0.54  0.1032
12 H 2.91 0.90 0.75  0.1275
13 H -2.79 -0.43 0.26  0.1104
14 H 0.80 1.58 -2.16  0.3270
15 H 2.65 0.12 -0.97  0.0838
16 H -1.73 -0.29 1.56  0.1077
17 H -1.78 1.40 -0.90  0.0986
18 H -1.67 -1.53 -1.11  0.1893



2.
The following is a quantum chemistry calculation of the ion C6H11O with charge +1, from the OMol25 dataset.

The charge is +1.

Each line ends with the Löwdin charge.
CARTESIAN COORDINATES (ANGSTROEM)
1 O -0.38 0.19 -0.34  -0.1705
2 C -0.39 0.88 0.93  -0.0747
3 C 0.20 -0.18 1.83  -0.1169
4 C -1.22 0.68 -1.36  -0.0697
5 C 1.36 -0.69 0.96  -0.1207
6 C 0.83 -0.69 -0.48  -0.0238
7 C -0.90 0.46 -2.62  0.1154
8 H -0.54 -0.96 2.01  0.1343
9 H 1.60 -0.43 -1.27  0.1642
10 H 0.00 -0.06 -2.91  0.0779
11 H 2.21 -0.02 1.07  0.1281
12 H 0.52 0.21 2.79  0.1362
13 H 1.67 -1.69 1.28  0.1328
14 H 0.23 1.78 0.88  0.1589
15 H -2.09 1.20 -0.99  0.1397
16 H 0.42 -1.67 -0.75  0.1509
17 H -1.42 1.15 1.15  0.1498
18 H -1.52 0.79 -3.43  0.0882



Short version: 2, 1, most stable first.